{
  "formula": "C5H9N2O",
  "method": "ωB97M-V/def2-TZVPD",
  "lumo_energy_ev": -3.08,
  "total_charge": 1,
  "species": ["N", "C", "N", "C", "C", "C", "C", "O", "H", "H", "H", "H", "H", "H", "H", "H", "H"],
  "xyz": [[-1.78, 1.53, 1.66], [-1.20, 0.74, 0.74], [0.15, 0.62, 0.72], [0.58, -0.37, -0.24], [1.77, -0.16, -1.05], [1.67, -1.36, -0.14], [-1.05, -0.71, -0.99], [-1.85, 0.18, -0.19], [-1.30, 2.25, 2.14], [-2.70, 1.80, 1.34], [0.58, 0.76, 1.61], [2.43, 0.64, -0.91], [1.67, -0.29, -2.05], [1.42, -2.25, -0.49], [2.22, -1.29, 0.70], [-1.11, -0.33, -2.06], [-1.52, -1.75, -0.81]]
}

{
  "formula": "C28H54IrP2",
  "method": "ωB97M-V/def2-TZVPD",
  "spin_multiplicity": 6,
  "lumo_energy_ev": [-5.09, -8.58],
  "total_charge": 2,
  "species": ["Ir", "C", "C", "C", "C", "C", "C", "H", "H", "H", "C", "H", "H", "H", "C", "H", "H", "H", "C", "H", "H", "H", "C", "H", "H", "H", "C", "C", "C", "C", "C", "C", "C", "C", "H", "H", "H", "H", "H", "H", "H", "H", "H", "H", "H", "H", "P", "C", "H", "H", "H", "C", "H", "H", "H", "C", "H", "H", "H", "P", "C", "H", "H", "H", "C", "H", "H", "H", "C", "H", "H", "H", "C", "C", "C", "C", "H", "H", "H", "H", "H", "H", "H", "H", "H"],
  "xyz": [[0.28, -0.40, -1.12], [-1.48, -1.92, 1.37], [-1.24, -3.15, 0.69], [0.72, -1.81, 0.49], [-0.29, -1.18, 1.40], [0.03, -3.10, 0.13], [-2.76, -1.54, 2.02], [-3.67, -1.63, 1.41], [-2.77, -0.49, 2.36], [-2.96, -2.17, 2.89], [0.09, -0.50, 2.63], [-0.75, 0.01, 3.12], [0.94, 0.17, 2.51], [0.33, -1.34, 3.33], [2.18, -1.88, 0.85], [2.31, -2.51, 1.74], [2.59, -0.89, 1.04], [2.76, -2.32, 0.02], [0.67, -4.25, -0.53], [0.60, -5.13, 0.12], [1.73, -4.07, -0.76], [0.15, -4.49, -1.46], [-2.13, -4.33, 0.76], [-2.01, -4.90, 1.70], [-1.91, -5.04, -0.06], [-3.19, -4.04, 0.70], [-1.17, 1.17, -1.79], [-1.56, 0.22, -0.79], [-2.59, -0.85, -1.16], [-2.15, -1.93, -2.12], [-0.74, -1.62, -2.60], [-0.59, -0.73, -3.65], [-1.66, 0.22, -4.12], [-1.92, 1.34, -3.09], [-3.51, -0.29, -1.42], [-2.89, -2.02, -2.94], [-2.92, -1.33, -0.24], [-3.00, 1.58, -3.01], [-0.57, 2.11, -1.55], [-2.08, 0.65, 0.07], [-1.59, 2.28, -3.55], [-1.38, 0.65, -5.11], [0.20, -0.94, -4.36], [-2.62, -0.32, -4.33], [-2.14, -2.90, -1.61], [-0.10, -2.53, -2.69], [-1.60, 2.60, 0.84], [-1.33, 3.02, 2.62], [-2.12, 3.74, 2.90], [-0.31, 3.41, 2.80], [-1.39, 2.08, 3.23], [-0.94, 4.01, -0.14], [-1.51, 4.91, 0.14], [-1.08, 3.83, -1.21], [0.14, 4.13, 0.01], [-3.42, 2.73, 0.60], [-3.57, 2.81, -0.50], [-3.76, 3.60, 1.18], [-3.86, 1.76, 0.95], [1.98, 0.22, -2.56], [2.49, -1.57, -2.76], [2.37, -1.77, -3.85], [1.82, -2.20, -2.13], [3.52, -1.69, -2.40], [1.55, 1.26, -4.01], [1.05, 0.71, -4.80], [2.50, 1.68, -4.40], [0.93, 2.08, -3.64], [3.68, 0.97, -2.26], [4.15, 1.22, -3.23], [4.37, 0.30, -1.73], [3.59, 1.91, -1.70], [3.13, 1.26, 2.29], [2.00, 1.97, 1.53], [2.45, 3.42, 1.43], [1.61, 1.31, 0.14], [4.03, 1.29, 1.67], [2.94, 0.22, 2.59], [3.33, 1.80, 3.22], [1.08, 1.97, 2.12], [3.35, 3.50, 0.82], [1.69, 4.12, 1.07], [2.71, 3.77, 2.45], [1.48, 2.17, -0.55], [2.57, 0.87, -0.13]]
}

{
  "formula": "C12H11IIrN5S",
  "method": "ωB97M-V/def2-TZVPD",
  "lumo_energy_ev": [-8.40, -8.40],
  "total_charge": 2,
  "species": ["Ir", "N", "C", "S", "N", "N", "C", "C", "C", "C", "C", "C", "N", "H", "H", "H", "H", "H", "H", "H", "I", "C", "C", "C", "C", "C", "N", "H", "H", "H", "H"],
  "xyz": [[-1.03, -0.67, -0.90], [1.30, -4.12, -1.72], [0.80, -2.90, -1.56], [-0.97, -2.74, -1.67], [1.59, -1.88, -1.35], [0.85, -0.71, -1.26], [1.48, 0.41, -1.33], [0.67, 1.62, -1.27], [1.17, 2.90, -1.40], [0.27, 3.95, -1.49], [-1.09, 3.69, -1.45], [-1.53, 2.38, -1.27], [-0.66, 1.36, -1.17], [0.71, -4.90, -1.95], [2.30, -4.25, -1.71], [2.56, 0.40, -1.46], [2.23, 3.06, -1.46], [0.62, 4.97, -1.62], [-1.82, 4.48, -1.54], [-2.58, 2.14, -1.21], [-3.28, -0.15, 0.56], [-1.68, -0.52, 1.84], [-1.69, -0.43, 3.21], [-0.51, -0.79, 3.85], [0.58, -1.21, 3.11], [0.50, -1.26, 1.73], [-0.63, -0.90, 1.11], [-2.57, -0.11, 3.75], [-0.45, -0.74, 4.93], [1.50, -1.51, 3.59], [1.32, -1.59, 1.11]]
}

{
  "formula": "C3H3GdO3",
  "method": "ωB97M-V/def2-TZVPD",
  "spin_multiplicity": 8,
  "lumo_energy_ev": [-17.83, -22.73],
  "total_charge": 4,
  "species": ["C", "C", "O", "H", "H", "H", "O", "C", "Gd", "O"],
  "xyz": [[1.01, 1.38, 0.89], [1.14, 1.81, -0.31], [1.01, 1.15, 2.09], [1.98, 1.45, -0.91], [0.41, 2.53, -0.71], [0.55, 0.33, 2.37], [-0.72, -0.67, -1.96], [-1.15, -1.44, -1.24], [-2.55, -4.25, 0.43], [-1.68, -2.30, -0.64]]
}

{
  "formula": "C4H12N3",
  "method": "ωB97M-V/def2-TZVPD",
  "lumo_energy_ev": -4.16,
  "total_charge": 1,
  "species": ["C", "C", "C", "C", "N", "N", "N", "H", "H", "H", "H", "H", "H", "H", "H", "H", "H", "H", "H"],
  "xyz": [[-1.49, 0.22, 0.45], [-2.66, 0.81, -1.60], [-0.31, -0.60, 0.62], [3.38, -0.32, 1.06], [-2.12, 0.52, -0.56], [-3.05, -0.13, -2.49], [2.31, 0.54, 1.35], [-2.25, 0.40, 1.25], [-2.74, 1.79, -1.97], [0.01, -0.86, -0.40], [-0.70, -1.62, 0.97], [0.61, -0.23, 1.06], [3.50, -1.16, 1.70], [3.31, -0.71, 0.01], [4.50, 0.02, 1.08], [2.26, 1.22, 0.54], [-3.09, -1.10, -2.21], [-3.89, 0.12, -3.03], [2.40, 1.09, 2.17]]
}

{
  "formula": "C20H21BrN4O4W",
  "method": "ωB97M-V/def2-TZVPD",
  "lumo_energy_ev": [-7.05, -7.05],
  "total_charge": 2,
  "species": ["W", "O", "C", "C", "C", "C", "C", "C", "C", "O", "N", "N", "C", "C", "Br", "C", "C", "C", "C", "C", "C", "C", "H", "H", "H", "H", "H", "H", "H", "H", "H", "H", "H", "H", "H", "H", "C", "C", "N", "O", "C", "C", "N", "O", "H", "H", "H", "H", "H", "H", "H"],
  "xyz": [[0.44, 0.58, 0.26], [1.59, 1.95, 1.54], [1.92, 3.31, 1.29], [2.93, 3.90, 2.01], [3.25, 5.22, 1.74], [2.56, 5.92, 0.76], [1.55, 5.30, 0.04], [1.21, 3.98, 0.31], [0.10, 3.28, -0.43], [0.61, 2.04, -0.92], [-1.04, 3.01, 0.49], [-1.38, 1.69, 0.48], [-2.58, 1.23, 0.52], [-2.83, -0.16, 0.28], [-1.31, -1.04, -0.62], [-3.91, -0.91, 0.53], [-5.17, -0.45, 1.11], [-5.82, -1.31, 2.01], [-7.00, -0.92, 2.60], [-7.58, 0.30, 2.27], [-6.97, 1.13, 1.34], [-5.77, 0.76, 0.76], [2.14, 1.60, 2.26], [3.47, 3.35, 2.77], [4.04, 5.71, 2.30], [2.82, 6.95, 0.55], [1.02, 5.84, -0.72], [-0.23, 3.86, -1.29], [-1.82, 3.66, 0.40], [-3.42, 1.90, 0.69], [-3.85, -1.97, 0.31], [-5.38, -2.27, 2.25], [-7.49, -1.57, 3.31], [-8.51, 0.60, 2.73], [-7.44, 2.06, 1.05], [-5.34, 1.39, -0.01], [4.12, -1.73, -0.73], [2.90, -1.15, -0.12], [2.25, -0.14, -0.65], [2.80, 0.33, -1.81], [2.29, -1.60, 1.14], [2.75, -2.68, 2.05], [1.27, -0.82, 1.31], [0.24, -0.44, 2.04], [4.92, -0.98, -0.76], [3.92, -2.02, -1.76], [4.47, -2.59, -0.17], [2.32, 1.15, -2.02], [3.22, -3.48, 1.49], [1.90, -3.08, 2.60], [3.47, -2.30, 2.77]]
}

{
  "formula": "C16H10BrF5Ti",
  "method": "ωB97M-V/def2-TZVPD",
  "lumo_energy_ev": -1.09,
  "species": ["C", "C", "C", "H", "C", "C", "H", "H", "H", "H", "Ti", "Br", "C", "C", "C", "H", "C", "C", "H", "H", "H", "H", "F", "C", "C", "C", "F", "C", "F", "C", "F", "C", "F"],
  "xyz": [[0.29, -2.80, -0.86], [0.74, -1.62, -1.54], [1.52, -0.85, -0.58], [0.61, -1.39, -2.60], [1.51, -1.55, 0.67], [0.80, -2.77, 0.49], [0.73, -3.58, 1.23], [-0.26, -3.62, -1.34], [2.15, 0.00, -0.84], [2.05, -1.27, 1.60], [-0.84, -0.74, -0.18], [-1.88, 0.38, -1.98], [-2.41, -0.22, 1.52], [-1.54, -1.30, 1.87], [-1.83, -2.39, 0.94], [-0.91, -1.37, 2.76], [-2.80, -1.93, 0.01], [-3.20, -0.61, 0.40], [-4.07, -0.09, 0.02], [-2.62, 0.66, 2.13], [-1.47, -3.41, 0.98], [-3.30, -2.50, -0.78], [0.57, 1.80, -2.73], [0.86, 2.27, -1.49], [0.59, 1.54, -0.33], [1.17, 2.08, 0.80], [0.98, 1.43, 1.99], [1.98, 3.24, 0.80], [2.62, 3.61, 1.94], [2.11, 4.01, -0.36], [2.73, 5.21, -0.34], [1.52, 3.53, -1.52], [1.59, 4.23, -2.68]]
}

{
  "formula": "C4H7NO2",
  "method": "ωB97M-V/def2-TZVPD",
  "lumo_energy_ev": 0.93,
  "species": ["C", "C", "C", "N", "H", "H", "H", "H", "H", "O", "C", "O", "H", "H"],
  "xyz": [[-0.40, -0.63, 1.55], [0.44, 0.44, 1.03], [1.41, -0.42, 0.38], [0.04, -0.89, 0.15], [0.02, -1.31, 2.29], [-1.46, -0.42, 1.65], [0.22, 1.49, 0.92], [2.05, -1.05, 0.99], [1.86, -0.05, -0.54], [0.37, 0.60, -2.19], [-0.61, 0.12, -1.69], [-1.56, 1.01, -1.18], [-1.14, -0.79, -1.92], [-1.24, 1.90, -1.43]]
}